Computed, not measured: 8 unconnected molecules or ions with the total composition C29H67N8O8PS2 at a distorted geometry, with wB97M-V/def2-TZVPD.

Net charge   0
Electronic energy   -90414.3187 eV
Kohn-Sham gap   7.089 eV
HOMO level   -7.737 eV
SMILES   CCN(CC)C(=S)SCCCPO.CN(C)C=O.CN(C)C=O.CN(C)C=O.CN(C)C=O.CN(C)C=O.CN(C)C=O.CN(C)C=O

CARTESIAN COORDINATES (ANGSTROEM)
1 C 1.988 -3.514 3.838
2 C 0.800 -4.347 3.065
3 N 0.849 -4.272 1.555
4 C -0.253 -5.101 0.918
5 C 0.019 -6.734 0.987
6 C 0.707 -2.856 1.032
7 S 2.078 -1.826 0.773
8 S -0.962 -2.100 0.570
9 C -1.931 -1.582 2.087
10 C -3.358 -2.449 2.063
11 C -3.850 -2.940 3.548
12 P -3.705 -4.839 3.729
13 O -3.937 -5.660 2.179
14 H 1.741 -2.357 3.754
15 H 2.021 -3.878 4.969
16 H 3.012 -3.796 3.333
17 H -0.248 -4.067 3.535
18 H 0.969 -5.494 3.350
19 H -1.319 -4.941 1.424
20 H -0.289 -4.819 -0.230
21 H -0.354 -7.094 2.041
22 H 1.161 -7.010 0.829
23 H -0.606 -7.211 0.093
24 H -1.358 -1.673 3.103
25 H -2.268 -0.453 1.897
26 H -4.215 -1.763 1.616
27 H -3.176 -3.322 1.299
28 H -3.173 -2.378 4.348
29 H -4.953 -2.563 3.721
30 H -2.345 -5.053 4.220
31 H -4.827 -5.361 1.807
32 C -1.381 2.160 0.883
33 O -1.567 1.367 1.797
34 N -2.342 2.975 0.324
35 C -2.042 3.889 -0.758
36 C -3.696 2.918 0.835
37 H -0.388 2.283 0.420
38 H -2.269 4.909 -0.433
39 H -2.663 3.631 -1.621
40 H -0.988 3.829 -1.043
41 H -3.686 3.170 1.900
42 H -4.078 1.899 0.719
43 H -4.342 3.617 0.298
44 C 0.796 -4.339 -4.368
45 O 0.482 -5.234 -5.143
46 N 1.655 -4.472 -3.298
47 C 1.976 -3.361 -2.427
48 C 2.257 -5.763 -3.036
49 H 0.396 -3.318 -4.476
50 H 3.056 -3.186 -2.460
51 H 1.677 -3.615 -1.406
52 H 1.455 -2.452 -2.739
53 H 2.836 -6.071 -3.912
54 H 1.464 -6.497 -2.863
55 H 2.911 -5.714 -2.161
56 C -5.274 -2.548 -1.221
57 O -5.698 -1.594 -0.580
58 N -4.620 -2.470 -2.432
59 C -4.149 -3.648 -3.129
60 C -4.396 -1.169 -3.028
61 H -5.391 -3.582 -0.859
62 H -3.065 -3.574 -3.256
63 H -4.631 -3.696 -4.110
64 H -4.383 -4.558 -2.569
65 H -3.804 -0.559 -2.340
66 H -5.362 -0.680 -3.189
67 H -3.869 -1.266 -3.981
68 C 1.174 4.714 -3.789
69 O 0.989 3.921 -2.875
70 N 0.213 5.530 -4.347
71 C 0.514 6.444 -5.430
72 C -1.140 5.473 -3.836
73 H 2.167 4.838 -4.252
74 H 0.287 7.463 -5.105
75 H -0.107 6.186 -6.293
76 H 1.568 6.384 -5.715
77 H -1.130 5.725 -2.772
78 H -1.522 4.454 -3.953
79 H -1.786 6.172 -4.374
80 C 3.566 4.580 0.607
81 O 4.301 5.557 0.553
82 N 3.138 3.964 1.764
83 C 2.266 2.809 1.744
84 C 3.574 4.489 3.042
85 H 3.175 4.101 -0.306
86 H 1.346 3.051 2.283
87 H 2.772 1.975 2.238
88 H 2.016 2.521 0.719
89 H 3.247 5.529 3.130
90 H 4.667 4.458 3.085
91 H 3.157 3.901 3.864
92 C 4.702 4.946 -6.190
93 O 3.622 5.247 -6.683
94 N 5.437 5.736 -5.332
95 C 6.710 5.307 -4.791
96 C 4.922 7.037 -4.959
97 H 5.185 3.979 -6.408
98 H 6.641 5.285 -3.700
99 H 7.482 6.019 -5.096
100 H 6.977 4.311 -5.154
101 H 3.950 6.909 -4.473
102 H 4.787 7.639 -5.862
103 H 5.610 7.544 -4.277
104 C -1.782 -2.193 6.480
105 O -1.581 -3.351 6.137
106 N -0.900 -1.405 7.189
107 C -1.214 -0.040 7.558
108 C 0.380 -1.957 7.578
109 H -2.724 -1.675 6.236
110 H -0.468 0.626 7.114
111 H -1.184 0.048 8.647
112 H -2.207 0.246 7.202
113 H 0.924 -2.263 6.679
114 H 0.213 -2.838 8.205
115 H 0.968 -1.219 8.131